*w*
C7H10N3S | the ωB97M-V functional and the def2-TZVPD basis

Structure (ORCA input):
```
! wB97M-V def2-TZVPD RIJCOSX def2/J DEFGRID3
* xyz 1 1
C 2.56061 -1.31384 0.05382
C -0.09194 2.32877 -0.21164
C 1.78212 1.05870 -0.24948
C -0.49340 -0.03421 0.42799
C 0.55435 -0.42857 -0.61426
C -0.08888 -0.34615 1.86851
C 0.08217 -0.39131 -2.04385
N 1.39294 -1.47080 -0.31515
N 1.20482 2.19206 -0.31742
N -0.86762 1.38106 0.28660
S 3.19215 0.41038 0.29065
H 3.24884 -2.10482 0.28477
H -0.51155 3.29701 -0.44242
H -1.40267 -0.60391 0.19841
H 0.79035 0.21727 2.17030
H 0.11713 -1.40767 1.97387
H -0.89797 -0.09074 2.54696
H -0.87435 -0.90365 -2.13955
H 0.79742 -0.88554 -2.69350
H -0.04459 0.63237 -2.38749
H -1.80874 1.61219 0.56894
*
```

Computed properties:
Highest occupied orbital energy = -13.2 eV

*x*
C7H10N3S | the ωB97M-V functional and the def2-TZVPD basis

Structure (ORCA input):
```
! wB97M-V def2-TZVPD RIJCOSX def2/J DEFGRID3
* xyz 1 1
C -2.34574 -1.11210 0.16869
C -1.66890 -1.10995 1.42574
C -1.61152 -0.90419 -0.96659
C -0.42300 -0.64404 1.65320
C -0.14159 -0.82045 -0.92246
C 0.31828 -0.00347 0.30924
C 2.79993 0.04818 0.36949
N 0.79595 -1.34549 -1.67453
N 1.63957 0.05415 0.47561
N -0.16747 2.63050 -0.24788
S 4.39721 0.19718 0.15887
H -3.41773 -1.26269 0.32978
H -2.14175 -1.40314 2.33908
H -2.23469 -0.82060 -1.91894
H 0.03737 -0.62218 2.61731
H -0.03403 1.10529 0.14431
H 0.44868 -2.01323 -2.32107
H -1.25084 2.92079 -0.31803
H 0.10505 2.75501 -1.24953
H 0.41251 3.21811 0.31927
H 4.48273 -0.86768 -0.69156
*
```

Computed properties:
Highest occupied orbital energy = -12.1 eV

In terms of stability, *w* leads; the second structure lies 232.2 kJ/mol higher.

*w*
C25H18AsBr2F6MnN2O10 | the ωB97M-V functional and the def2-TZVPD basis

Structure (ORCA input):
```
! wB97M-V def2-TZVPD RIJCOSX def2/J DEFGRID3
* xyz -2 5
Mn 1.49405 0.62297 -0.92747
O 3.34311 -1.01703 -4.08970
C 2.54723 -0.37442 -3.42858
O 2.42291 -0.48179 -2.14112
C 1.56346 0.55399 -4.15170
C 0.10895 0.24862 -3.75216
C -0.85543 0.83543 -4.78978
C -0.78061 2.34844 -4.45602
C 0.22306 2.35136 -3.29944
O -0.09403 1.12095 -2.62836
C 1.64470 2.08139 -3.82236
C 2.68117 2.51687 -2.78238
O 3.56853 3.27977 -3.11887
O 2.48984 2.10602 -1.56714
H 1.72802 0.38395 -5.21402
H -0.08057 -0.77615 -3.44356
H -0.54403 0.60170 -5.80808
H -1.86200 0.44555 -4.63849
H -0.43990 2.95908 -5.29239
H -1.74549 2.72725 -4.11924
H 0.14067 3.16962 -2.58841
H 1.85635 2.65433 -4.72324
C 1.94952 -2.22230 2.55647
C 0.85474 -1.22139 2.77195
C -0.08348 -1.42057 3.81946
C -1.12011 -0.55641 3.97384
C -1.25958 0.53314 3.08205
C -2.33983 1.44634 3.10363
Br -3.71285 1.29355 4.41969
C -2.44368 2.43195 2.16877
C -1.46551 2.54816 1.17400
Br -1.69149 3.89922 -0.14008
C -0.35730 1.71203 1.07948
O 0.50446 1.87085 0.13361
C -0.27036 0.66699 2.07993
N 0.75690 -0.20399 1.95695
H 2.46033 -2.44506 3.49494
H 2.67051 -1.84061 1.84254
H 1.51858 -3.14545 2.15920
H 0.03263 -2.27123 4.48025
H -1.85260 -0.69755 4.75774
H -3.27820 3.11879 2.17879
O 0.80866 -2.80049 -0.37494
C -0.01879 -1.91104 -0.28911
O 0.07583 -0.69036 -0.67519
C -1.35845 -2.21842 0.37768
C -1.55727 -3.48379 0.92282
C -2.72562 -3.78521 1.59804
C -3.69091 -2.79641 1.71611
C -3.52594 -1.53105 1.18043
C -2.34969 -1.25098 0.50185
N -4.93612 -3.10911 2.43209
O -5.05241 -4.21962 2.92321
O -5.79659 -2.25185 2.49144
H -0.76508 -4.21241 0.81394
H -2.89898 -4.75730 2.03443
H -4.29474 -0.78312 1.30861
H -2.18658 -0.27177 0.07254
F 3.27396 0.38112 0.59691
As 4.29358 1.19199 1.80927
F 5.28653 1.95619 3.01918
F 4.60461 2.47815 0.70937
F 2.88982 2.01342 2.40806
F 5.65960 0.31617 1.19876
F 3.98189 -0.11845 2.91382
*
```

Computed properties:
Highest occupied orbital energy (alpha / beta) = -3.2 / -3.2 eV

*x*
C25H18AsBr2F6MnN2O10 | the ωB97M-V functional and the def2-TZVPD basis

Structure (ORCA input):
```
! wB97M-V def2-TZVPD RIJCOSX def2/J DEFGRID3
* xyz -2 5
Mn -1.04284 -1.00589 0.56061
O -4.27047 -0.27909 2.83380
C -3.57169 -0.47797 1.85640
O -2.27379 -0.51096 1.89382
C -4.23969 -0.61459 0.48185
C -3.65884 0.38425 -0.53753
C -4.64365 0.57954 -1.69529
C -4.48923 -0.76227 -2.45691
C -3.43055 -1.47098 -1.60448
O -2.61181 -0.37782 -1.16509
C -4.04836 -1.96361 -0.28499
C -3.13396 -3.01678 0.34727
O -3.60219 -4.10487 0.62836
O -1.87869 -2.70956 0.45483
H -5.29762 -0.42627 0.65509
H -3.23072 1.28527 -0.10850
H -5.65831 0.76149 -1.34051
H -4.33743 1.42282 -2.31445
H -5.41469 -1.33616 -2.51200
H -4.12078 -0.60327 -3.47041
H -2.80485 -2.19735 -2.11643
H -5.00795 -2.45118 -0.44584
C 0.88300 0.19120 3.56822
C 1.71340 0.10342 2.32792
C 3.02700 0.64911 2.31732
C 3.76714 0.65099 1.17776
C 3.22744 0.08665 -0.00475
C 3.84786 0.07325 -1.27791
Br 5.54993 0.89403 -1.52368
C 3.22407 -0.46983 -2.36177
C 1.94606 -1.03510 -2.23176
Br 1.08599 -1.71149 -3.77822
C 1.26936 -1.07118 -1.02415
O 0.10119 -1.60366 -0.85587
C 1.94491 -0.47319 0.10188
N 1.21511 -0.44170 1.24866
H 1.40517 -0.29511 4.39359
H -0.07763 -0.29572 3.43151
H 0.71304 1.24204 3.81072
H 3.41567 1.08055 3.23098
H 4.75744 1.08677 1.15664
H 3.70049 -0.45261 -3.33220
O -0.34253 2.53487 1.60325
C -0.18627 1.97731 0.52624
O -0.74892 0.91354 0.09455
C 0.81387 2.56082 -0.46373
C 1.75395 3.48295 -0.01629
C 2.73740 3.95227 -0.86813
C 2.74489 3.49774 -2.17820
C 1.81141 2.59357 -2.65541
C 0.84437 2.12178 -1.78286
N 3.78379 3.99316 -3.09135
O 4.62984 4.74779 -2.64533
O 3.74434 3.63443 -4.25425
H 1.70620 3.79831 1.01712
H 3.49622 4.64583 -0.53875
H 1.86366 2.25219 -3.67836
H 0.12158 1.38303 -2.10313
F 0.01535 -2.43406 2.52374
As 1.02891 -3.79237 2.99232
F 2.07298 -5.10140 3.48090
F -0.22427 -4.90960 2.60938
F 1.65375 -3.87634 1.37565
F 0.43089 -3.65464 4.62057
F 2.30006 -2.65434 3.39756
*
```

Computed properties:
Highest occupied orbital energy (alpha / beta) = -3.2 / -3.3 eV

In terms of stability, *x* leads; the second structure lies 19.9 kJ/mol higher.

*w*
CH2IOP | the ωB97M-V functional and the def2-TZVPD basis

Structure (ORCA input):
```
! wB97M-V def2-TZVPD RIJCOSX def2/J DEFGRID3
* xyz 0 1
O -0.39446 -1.31338 1.14100
C -0.79305 -0.62234 0.21944
P 0.06815 1.14155 -0.29700
I 2.17394 0.48025 0.76954
H -1.59139 -0.85635 -0.39332
H 0.53682 1.17028 -1.43966
*
```

Computed properties:
Highest occupied orbital energy = -9.0 eV

*x*
CH2IOP | the ωB97M-V functional and the def2-TZVPD basis

Structure (ORCA input):
```
! wB97M-V def2-TZVPD RIJCOSX def2/J DEFGRID3
* xyz 0 1
C 0.56098 0.60313 0.02958
O 0.54819 1.77675 -0.07253
P -0.77367 -0.56306 0.59230
I 2.39472 -0.53728 -0.23653
H -2.02904 0.04207 0.25626
H -0.70119 -1.32160 -0.56907
*
```

Computed properties:
Highest occupied orbital energy = -9.7 eV

In terms of stability, *x* leads; the second structure lies 72.0 kJ/mol higher.

*w*
C5H29NO10 | the ωB97M-V functional and the def2-TZVPD basis

Structure (ORCA input):
```
! wB97M-V def2-TZVPD RIJCOSX def2/J DEFGRID3
* xyz 0 1
C -1.41505 -3.24700 -1.73850
C -1.64409 -1.69553 -1.50679
N -0.95377 -1.19136 -0.39039
C -0.35035 0.05095 -0.30018
O 0.41287 0.29529 0.66845
C -0.47671 0.89892 -1.49915
C 0.77726 1.79853 -1.64057
H -1.58658 -3.97752 -0.93014
H -0.34363 -3.24879 -1.84810
H -1.70316 -3.58858 -2.77468
H -2.76743 -1.50667 -1.60674
H -1.33223 -1.26267 -2.48164
H -1.13393 -1.75282 0.42350
H -1.44362 1.63512 -1.37978
H -0.73874 0.37455 -2.55653
H 1.05904 2.09315 -2.62079
H 0.29612 2.78127 -1.21326
H 1.58432 1.43072 -0.90698
O -2.88240 1.10040 2.48313
H -2.49141 0.42888 3.13940
H -2.07355 1.56737 2.29082
O -3.91999 0.63557 -1.01120
H -4.00877 1.49838 -1.46319
H -3.76309 0.74075 -0.12535
O 1.54365 3.92159 0.78580
H 2.15972 3.17253 0.91553
H 0.96223 4.09374 1.61525
O -0.49749 2.76026 1.16638
H -0.39207 3.40014 0.43224
H -0.19298 2.02286 0.87724
O 1.60734 -2.53441 1.84455
H 1.05874 -2.51855 2.51789
H 1.69450 -1.82232 1.18557
O 2.44562 1.58684 1.74752
H 1.52686 1.23174 1.65247
H 3.06076 0.95733 1.70164
O -0.69235 -0.30140 3.08347
H -0.17746 0.09126 2.32722
H -0.34525 -0.11724 3.94790
O 4.08610 0.32435 -1.23396
H 5.09429 0.07652 -1.02360
H 4.15926 1.27723 -1.10264
O 1.57015 -4.68101 -1.39523
H 1.56784 -3.75969 -1.18153
H 0.65944 -5.04068 -0.87507
*
```

Computed properties:
Highest occupied orbital energy = -10.0 eV

*x*
C5H29NO10 | the ωB97M-V functional and the def2-TZVPD basis

Structure (ORCA input):
```
! wB97M-V def2-TZVPD RIJCOSX def2/J DEFGRID3
* xyz 0 1
C -1.02910 0.04629 1.85992
C -0.49239 1.08948 0.94355
O -0.26338 2.24061 1.34621
N -0.23654 0.73680 -0.33204
C 0.17124 1.69510 -1.37799
C -0.89699 1.69082 -2.47232
C 1.52595 1.31655 -1.95076
H -2.09205 0.22811 2.02314
H -0.93573 -0.97330 1.48835
H -0.49764 0.05594 2.81043
H -0.41754 -0.19022 -0.67262
H 0.22917 2.67382 -0.91133
H -0.89138 0.73662 -3.00408
H -1.89121 1.83273 -2.04534
H -0.71985 2.49092 -3.19110
H 2.31075 1.37371 -1.20078
H 1.81707 1.99181 -2.75956
H 1.53840 0.29952 -2.34436
O 2.41546 -2.48831 -0.75776
H 2.76689 -1.60935 -0.50001
H 2.31768 -2.91502 0.11710
O -3.76262 1.35872 -0.11895
H -3.36586 2.25106 -0.04209
H -3.18294 0.87152 -0.73370
O -2.27784 -2.21515 -0.44371
H -3.14248 -2.52188 -0.76259
H -1.59360 -2.41505 -1.12266
O -2.24397 3.69422 0.06739
H -1.49191 3.28857 0.54991
H -1.84695 4.29980 -0.58370
O 1.72099 -2.83680 1.88249
H 2.07042 -3.45953 2.53362
H 0.82317 -3.16713 1.64545
O 0.00674 -2.91123 -1.78678
H 0.89070 -2.69341 -1.37276
H 0.13705 -3.05031 -2.74162
O 2.41135 2.39362 1.20686
H 2.69690 2.92570 1.96943
H 1.44212 2.48663 1.17396
O 3.10553 -0.56064 1.06019
H 2.83801 0.37519 1.18553
H 2.52062 -1.08725 1.63162
O -0.53389 -3.83025 0.97515
H -0.26083 -4.17154 0.09995
H -1.27468 -3.21524 0.76851
*
```

Computed properties:
Highest occupied orbital energy = -10.3 eV

In terms of stability, *x* leads; the second structure lies 615.8 kJ/mol higher.

*w*
C3H9O2 | the ωB97M-V functional and the def2-TZVPD basis

Structure (ORCA input):
```
! wB97M-V def2-TZVPD RIJCOSX def2/J DEFGRID3
* xyz -1 1
C -0.74750 -0.13901 1.85646
O -1.48435 -0.89991 2.83068
C -0.07453 -1.01772 0.76549
C 1.15450 -0.56556 -0.01735
H -1.24573 0.71618 1.45222
H 0.28292 0.40111 2.19089
H 0.27896 -1.84720 1.43032
H -0.69404 -1.40726 -0.14941
H 2.03317 -1.20540 -0.16050
H 0.80208 -0.50873 -1.09498
H 1.34517 0.48337 0.21980
H 0.06941 1.61412 -2.78015
H -1.32201 2.05655 -3.29694
O -0.39804 2.31947 -3.24653
*
```

Computed properties:
Highest occupied orbital energy = -2.3 eV

*x*
C3H9O2 | the ωB97M-V functional and the def2-TZVPD basis

Structure (ORCA input):
```
! wB97M-V def2-TZVPD RIJCOSX def2/J DEFGRID3
* xyz -1 1
C -0.26136 -1.09653 0.08309
O -1.42330 -1.83242 0.26583
C -0.72898 0.51225 0.11080
C -1.65388 0.83191 -1.09474
H 0.46309 -1.13138 -0.84874
H 0.46446 -1.18243 0.96651
H 0.11668 1.15354 0.05889
H -1.22656 0.52531 1.13857
H -2.58422 1.31730 -0.69438
H -1.93649 -0.24326 -1.14895
H -1.20285 1.26599 -2.03020
H 2.95923 -0.49789 0.56555
H 3.57639 0.66117 1.23937
O 3.43781 -0.28357 1.38841
*
```

Computed properties:
Highest occupied orbital energy = -2.4 eV

In terms of stability, *x* leads; the second structure lies 22.7 kJ/mol higher.

*w*
CH4BrP | the ωB97M-V functional and the def2-TZVPD basis

Structure (ORCA input):
```
! wB97M-V def2-TZVPD RIJCOSX def2/J DEFGRID3
* xyz 0 1
C -0.11626 -0.10970 0.48238
P 1.16070 1.12382 0.05965
Br 2.87572 -0.20699 -0.23158
H 0.06639 -0.63106 1.41023
H 0.16464 -1.19738 -0.70464
H -1.12544 0.25149 0.35731
H 0.84392 1.19259 -1.30694
*
```

Computed properties:
Highest occupied orbital energy = -9.2 eV

*x*
CH4BrP | the ωB97M-V functional and the def2-TZVPD basis

Structure (ORCA input):
```
! wB97M-V def2-TZVPD RIJCOSX def2/J DEFGRID3
* xyz 0 1
C 0.46299 -0.15427 0.23568
P -1.65952 -1.00297 -0.07592
Br -2.51048 -0.27829 1.81943
H 0.77188 -0.53144 1.12798
H 0.15260 0.96053 0.27899
H 0.92893 -0.28112 -0.71540
H -1.91071 0.17047 -0.75062
*
```

Computed properties:
Highest occupied orbital energy = -9.2 eV

In terms of stability, *x* leads; the second structure lies 71.9 kJ/mol higher.